No. 1
{"formula": "C27H65Cl2N9O5Si", "method": "ωB97M-V/def2-TZVPD", "homo_ev": -9.12, "smiles": "C[Si](C)(C)OCC[C@](Cl)(C#N)[C@@](Cl)(C#N)CC(N)(N)N.COC[C@@H](C)N.COC[C@@H](C)N.COC[C@@H](C)N.COC[C@@H](C)N", "orbital_gap_ev": 8.89, "symbols": ["C", "Si", "C", "C", "O", "C", "C", "C", "Cl", "C", "N", "C", "Cl", "C", "N", "C", "C", "N", "N", "N", "H", "H", "H", "H", "H", "H", "H", "H", "H", "H", "H", "H", "H", "H", "H", "H", "H", "H", "H", "H", "H", "C", "O", "C", "C", "C", "N", "H", "H", "H", "H", "H", "H", "H", "H", "H", "H", "H", "C", "O", "C", "C", "C", "N", "H", "H", "H", "H", "H", "H", "H", "H", "H", "H", "H", "C", "O", "C", "C", "C", "N", "H", "H", "H", "H", "H", "H", "H", "H", "H", "H", "H", "C", "O", "C", "C", "C", "N", "H", "H", "H", "H", "H", "H", "H", "H", "H", "H", "H"], "positions_angstrom": [[1.17794, 1.70193, 4.11683], [0.89159, 3.14686, 2.94021], [2.54672, 3.81483, 2.35091], [0.06279, 4.50564, 3.94613], [-0.15878, 2.80083, 1.66857], [-0.72084, 1.51406, 1.55135], [-1.92213, 1.25907, 2.43453], [-3.22031, 1.87501, 1.90892], [-3.99931, 0.64450, 0.82151], [-3.02106, 3.02413, 1.05896], [-2.80055, 4.00538, 0.45550], [-4.24455, 2.22773, 3.03462], [-4.61985, 0.68473, 3.91417], [-3.62055, 3.05076, 4.03976], [-3.14665, 3.72902, 4.85730], [-5.55167, 2.80687, 2.47492], [-5.93394, 4.20598, 2.95362], [-6.27439, 4.20553, 4.35469], [-7.18526, 4.50369, 2.21957], [-4.94286, 5.24886, 2.63105], [0.37003, 1.63876, 4.82850], [2.11243, 1.87203, 4.62723], [1.25773, 0.73033, 3.64221], [3.37045, 3.20369, 2.68441], [2.68578, 4.78392, 2.80788], [2.61006, 3.95744, 1.28097], [0.11304, 5.41939, 3.36606], [-0.98341, 4.25346, 4.00952], [0.49462, 4.62087, 4.92615], [0.00693, 0.72891, 1.68391], [-1.05855, 1.41608, 0.52470], [-2.07307, 0.19328, 2.43272], [-1.74590, 1.51625, 3.46730], [-5.56035, 2.81344, 1.39719], [-6.35556, 2.15975, 2.76322], [-5.55333, 4.61583, 4.92510], [-7.14502, 4.68293, 4.49983], [-6.90866, 4.62476, 1.25303], [-7.40799, 5.45068, 2.50066], [-4.31248, 4.94691, 1.89771], [-4.36387, 5.43662, 3.43560], [1.46731, 2.88567, -1.11723], [2.69907, 3.52071, -1.41951], [2.96576, 3.69807, -2.79545], [2.26755, 4.90288, -3.44144], [0.77914, 4.69334, -3.70240], [2.44539, 6.13053, -2.66019], [1.21145, 2.12106, -1.85720], [0.65995, 3.61580, -1.03546], [1.57010, 2.40846, -0.14744], [4.04526, 3.85868, -2.86061], [2.74464, 2.77268, -3.34713], [2.74924, 5.05714, -4.41143], [0.18460, 4.80031, -2.79613], [0.41604, 5.43674, -4.41099], [0.58605, 3.70447, -4.12367], [3.43618, 6.34276, -2.58871], [2.16182, 5.93234, -1.70475], [3.17610, 0.08042, -1.15760], [2.05829, -0.67253, -1.59582], [2.01351, -0.93231, -2.98499], [2.89355, -2.09729, -3.45765], [4.38310, -1.77245, -3.51333], [2.70238, -3.30175, -2.64359], [3.47752, 0.82549, -1.89766], [4.01970, -0.56920, -0.91295], [2.88474, 0.59679, -0.24558], [0.97159, -1.18868, -3.19461], [2.23794, -0.01569, -3.54869], [2.57480, -2.33496, -4.47687], [4.84166, -1.78758, -2.52476], [4.90444, -2.51423, -4.11767], [4.55756, -0.78910, -3.95569], [1.73171, -3.59670, -2.69983], [2.82368, -3.03727, -1.66983], [-3.65304, -3.08643, 1.63429], [-3.75423, -4.42296, 2.08283], [-4.71018, -4.64239, 3.10126], [-6.16106, -4.76286, 2.61468], [-6.80032, -3.43228, 2.22816], [-6.29446, -5.69837, 1.49359], [-3.81786, -2.37686, 2.45153], [-4.35714, -2.88384, 0.82363], [-2.64540, -2.94028, 1.24392], [-4.42709, -5.59306, 3.55945], [-4.61798, -3.87174, 3.87888], [-6.73664, -5.16808, 3.45180], [-6.47194, -3.08912, 1.24785], [-7.88350, -3.53732, 2.18187], [-6.56906, -2.65374, 2.95839], [-5.98511, -6.62016, 1.78706], [-5.62315, -5.42456, 0.78183], [4.91055, -5.64310, -5.42486], [5.59151, -4.87470, -4.45299], [5.58776, -5.41303, -3.14456], [6.63521, -6.50699, -2.89443], [6.28329, -7.85923, -3.50648], [7.97225, -6.11334, -3.35308], [4.03107, -6.13594, -5.00140], [5.56826, -6.38790, -5.87935], [4.58313, -4.96277, -6.21132], [5.81710, -4.57023, -2.48783], [4.57999, -5.75303, -2.87810], [6.68636, -6.64522, -1.81051], [6.47344, -7.88556, -4.57861], [6.89096, -8.64358, -3.05631], [5.23374, -8.10850, -3.33849], [8.26434, -5.27846, -2.85393], [7.88811, -5.80971, -4.31895]], "atomic_forces_ev_per_a": [[-0.30, -0.02, -0.89], [0.09, 0.76, 0.64], [-0.53, -0.17, -0.05], [0.12, -0.66, -1.12], [0.43, -0.31, 0.74], [-0.24, 0.38, -0.64], [0.22, -0.18, -0.15], [-0.41, -0.91, 0.21], [0.00, 0.12, -0.11], [1.05, 3.36, -1.55], [-0.72, -2.56, 1.36], [-0.54, -1.04, -0.53], [0.11, 0.02, 0.06], [1.15, 1.76, 1.81], [-0.73, -1.24, -1.30], [-0.02, 0.30, 0.31], [-0.64, 0.81, -0.63], [0.26, -0.23, 0.10], [0.47, -0.17, 0.26], [0.01, -0.41, 0.31], [-0.24, 0.01, 0.43], [0.29, 0.15, 0.35], [0.08, -0.24, -0.18], [0.32, -0.36, -0.03], [0.01, 0.39, 0.17], [0.09, -0.04, -0.34], [0.13, 0.41, 0.07], [-0.37, -0.03, 0.37], [0.13, 0.18, 0.36], [0.37, -0.28, 0.27], [-0.02, -0.07, -0.42], [-0.18, -0.47, 0.11], [0.11, 0.44, 0.34], [0.38, -0.07, -0.48], [-0.37, -0.29, 0.18], [0.02, 0.06, 0.18], [-0.24, 0.10, 0.15], [-0.13, -0.12, -0.28], [-0.22, 0.22, 0.04], [-0.06, 0.19, -0.17], [0.13, 0.17, 0.06], [0.00, 0.19, 0.02], [-0.05, -0.14, 0.00], [0.18, 0.02, -0.11], [-0.19, 0.04, 0.17], [-0.05, -0.04, -0.12], [0.17, -0.12, 0.00], [-0.01, 0.03, -0.06], [-0.11, -0.09, -0.06], [0.04, -0.01, 0.03], [0.01, 0.01, 0.04], [-0.10, 0.02, -0.02], [0.08, -0.04, 0.00], [0.04, -0.02, 0.06], [0.02, 0.04, 0.02], [0.00, -0.01, 0.01], [-0.01, 0.07, -0.07], [-0.10, 0.05, 0.00], [-0.04, -0.19, 0.18], [0.05, 0.08, 0.01], [-0.19, -0.03, -0.15], [0.21, 0.01, 0.19], [0.09, 0.03, -0.17], [-0.21, 0.03, 0.01], [0.05, 0.00, -0.02], [0.09, 0.06, -0.12], [-0.03, 0.04, 0.01], [-0.02, -0.01, 0.05], [0.10, -0.02, 0.00], [-0.08, 0.03, -0.01], [-0.06, 0.03, 0.06], [-0.03, -0.05, 0.04], [-0.01, 0.02, 0.03], [0.02, -0.06, -0.08], [0.10, -0.02, 0.02], [0.10, -0.07, -0.10], [0.00, 0.09, 0.00], [-0.03, -0.15, 0.17], [0.04, 0.12, -0.24], [-0.09, 0.07, 0.10], [0.13, -0.06, 0.13], [-0.06, 0.04, -0.02], [-0.05, 0.12, 0.06], [0.02, -0.05, 0.03], [0.03, -0.02, -0.04], [-0.06, 0.06, -0.04], [0.05, -0.03, 0.05], [0.06, -0.03, -0.01], [0.00, -0.04, -0.03], [0.01, 0.00, -0.01], [-0.10, -0.03, 0.01], [-0.05, 0.05, -0.07], [0.06, 0.14, -0.06], [0.01, -0.10, -0.05], [0.01, 0.05, 0.22], [0.05, -0.03, -0.28], [-0.06, -0.11, 0.09], [-0.08, 0.13, 0.09], [0.01, -0.04, 0.03], [-0.07, -0.09, 0.02], [-0.01, 0.03, 0.03], [0.00, 0.05, -0.04], [0.00, -0.05, -0.04], [-0.03, 0.07, 0.04], [-0.01, 0.07, -0.03], [0.05, 0.02, -0.01], [-0.01, 0.01, -0.01], [0.05, -0.05, 0.06], [0.03, -0.07, -0.05]], "lowdin_charge": [-0.149, 0.460, -0.134, -0.148, -0.221, -0.265, -0.181, -0.729, 0.750, -0.246, 0.241, -0.716, 0.738, -0.261, 0.231, -0.159, -0.671, 0.109, 0.071, 0.107, 0.028, 0.031, 0.027, 0.027, 0.028, 0.012, 0.034, -0.022, 0.035, 0.113, 0.120, 0.095, 0.107, 0.099, 0.100, 0.059, 0.075, 0.073, 0.074, 0.029, 0.053, -0.110, -0.193, -0.213, -0.430, -0.068, 0.041, 0.093, 0.086, 0.056, 0.123, 0.110, 0.134, 0.066, 0.076, 0.077, 0.071, 0.068, -0.100, -0.191, -0.209, -0.422, -0.060, 0.051, 0.084, 0.081, 0.078, 0.122, 0.114, 0.136, 0.067, 0.061, 0.080, 0.074, 0.072, -0.120, -0.185, -0.210, -0.432, -0.069, 0.038, 0.072, 0.073, 0.087, 0.122, 0.120, 0.134, 0.064, 0.076, 0.074, 0.071, 0.068, -0.104, -0.210, -0.219, -0.432, -0.072, 0.037, 0.092, 0.074, 0.086, 0.115, 0.114, 0.134, 0.064, 0.074, 0.077, 0.069, 0.068]}

---

No. 2
{"formula": "C27H65InO15P3", "method": "ωB97M-V/def2-TZVPD", "homo_ev": -4.18, "total_charge": -1, "orbital_gap_ev": 4.08, "symbols": ["C", "C", "O", "O", "C", "C", "C", "C", "In", "C", "C", "C", "O", "H", "H", "H", "H", "H", "H", "H", "H", "H", "H", "H", "H", "H", "H", "H", "H", "H", "H", "H", "H", "O", "P", "O", "C", "C", "O", "C", "C", "O", "C", "C", "H", "H", "H", "H", "H", "H", "H", "H", "H", "H", "H", "H", "H", "H", "H", "O", "P", "O", "C", "C", "O", "C", "C", "O", "C", "C", "H", "H", "H", "H", "H", "H", "H", "H", "H", "H", "H", "H", "H", "H", "H", "O", "P", "O", "C", "C", "O", "C", "C", "O", "C", "C", "H", "H", "H", "H", "H", "H", "H", "H", "H", "H", "H", "H", "H", "H", "H"], "positions_angstrom": [[-1.97205, 3.00152, -2.46522], [-3.19529, 2.85234, -3.51402], [-4.13732, 3.69017, -3.50539], [-3.08796, 1.77549, -4.42926], [-4.04007, 0.70755, -4.14611], [-3.24850, -0.68001, -4.22018], [-3.10512, -1.46811, -2.83017], [-3.08250, -0.54841, -1.51379], [-1.48334, -1.22005, -0.00630], [0.40676, -0.02752, -0.49965], [0.95745, -0.62774, -1.88829], [1.15747, 0.48470, -3.03295], [2.19027, -1.37189, -1.60410], [-2.42935, 3.35638, -1.48429], [-1.45570, 1.98435, -2.38912], [-1.16453, 3.72039, -2.86814], [-4.66862, 0.85945, -3.21098], [-4.78710, 0.70445, -5.02960], [-2.24162, -0.50478, -4.75700], [-3.84108, -1.36689, -4.93811], [-3.87466, -2.32502, -2.74385], [-2.08214, -2.00824, -2.86756], [-4.08105, -0.73450, -0.96132], [-2.87080, 0.55475, -1.69507], [-2.05375, -0.69775, 1.64078], [-1.20076, -2.99604, -0.06095], [0.07823, 1.06083, -0.59206], [1.16951, -0.17181, 0.34514], [0.19782, -1.38881, -2.29776], [1.61711, -0.05312, -3.94294], [1.86540, 1.31059, -2.67536], [0.14380, 0.89610, -3.35897], [2.30405, -1.97652, -2.38872], [-0.58955, -0.29448, 4.96188], [-1.67360, -0.76955, 5.93756], [-1.90313, 0.72681, 6.61341], [-2.70913, 1.65499, 5.89774], [-4.17934, 1.27925, 5.95785], [-0.57533, -1.40027, 7.01633], [0.67493, -1.91317, 6.56942], [1.76473, -0.87029, 6.74558], [-2.92349, -1.33819, 6.96073], [-2.76974, -1.59860, 8.35392], [-2.37323, -0.40566, 9.20196], [-2.36868, 1.72822, 4.86155], [-2.56638, 2.63292, 6.36601], [-4.36536, 0.34604, 5.41598], [-4.79847, 2.06002, 5.50935], [-4.50157, 1.12209, 6.98952], [0.61421, -2.26164, 5.53699], [0.91098, -2.78766, 7.18331], [1.48103, 0.09703, 6.32753], [2.69672, -1.19688, 6.27755], [1.95423, -0.70139, 7.81030], [-2.09131, -2.44027, 8.50612], [-3.75199, -1.94076, 8.69763], [-1.35715, -0.07180, 8.98695], [-2.41112, -0.66640, 10.26338], [-3.03910, 0.44216, 9.02848], [0.75386, 4.31966, 0.04473], [1.74733, 5.04993, 0.95382], [0.60947, 5.58288, 2.03377], [0.13777, 4.65541, 3.00545], [1.18428, 4.38440, 4.07202], [1.85311, 6.37606, -0.04130], [1.66984, 6.24150, -1.44714], [0.24817, 6.59272, -1.83694], [2.94902, 5.76462, 1.94250], [3.22587, 7.16269, 1.99282], [2.07562, 8.04056, 2.44603], [-0.17181, 3.72653, 2.51972], [-0.74639, 5.09926, 3.47089], [2.04525, 3.85663, 3.64801], [0.77093, 3.76780, 4.87385], [1.55771, 5.31712, 4.50041], [1.93724, 5.23927, -1.78689], [2.36258, 6.93455, -1.93401], [-0.48576, 6.06997, -1.22117], [0.06390, 6.35335, -2.88731], [0.06697, 7.66184, -1.68958], [3.63353, 7.49958, 1.03775], [4.03753, 7.27409, 2.71996], [1.26617, 8.06237, 1.71498], [2.41669, 9.07052, 2.58295], [1.65454, 7.68577, 3.38888], [2.40063, -4.09363, -4.01305], [2.14801, -4.86151, -5.31539], [1.11479, -5.97691, -4.65956], [-0.23310, -5.57572, -4.43386], [-1.00594, -5.46132, -5.73610], [3.57610, -5.70966, -5.23414], [4.71602, -5.16210, -4.57989], [4.82326, -5.70607, -3.16607], [1.88065, -5.57717, -6.84776], [2.46555, -6.80501, -7.27807], [2.11251, -8.02317, -6.44719], [-0.25760, -4.63228, -3.88286], [-0.69522, -6.34093, -3.80503], [-0.61945, -4.63882, -6.34790], [-2.06454, -5.27138, -5.54380], [-0.91282, -6.37414, -6.32853], [4.69333, -4.07093, -4.59084], [5.59987, -5.46407, -5.14984], [3.88383, -5.61785, -2.61781], [5.60715, -5.18887, -2.60734], [5.06496, -6.77311, -3.19184], [3.54640, -6.69073, -7.38066], [2.08521, -6.97061, -8.29187], [2.54983, -7.97705, -5.44883], [2.49171, -8.93042, -6.92565], [1.03177, -8.12002, -6.32602]], "atomic_forces_ev_per_a": [[-0.26, -0.70, -1.17], [-1.10, 2.49, 0.55], [3.21, -3.54, -0.34], [-0.60, 1.54, 2.29], [-1.02, -1.38, -1.71], [-0.77, -0.52, -0.39], [1.36, 0.04, 0.12], [-0.83, -0.96, 0.07], [-0.01, 0.49, 0.32], [0.23, -0.40, -0.54], [-0.64, 0.64, 0.47], [0.34, -0.96, 0.10], [-0.78, -0.06, -1.72], [0.86, -0.46, -1.36], [-0.83, 1.49, 0.23], [-1.51, -0.88, 0.63], [1.26, -0.11, -0.97], [1.06, 0.16, 1.35], [-1.50, -0.08, 1.10], [0.86, 1.06, 0.97], [1.00, 1.54, -0.11], [-1.59, 0.63, -0.18], [1.41, 0.88, -0.86], [-0.63, -1.44, 0.06], [0.00, -0.12, -0.22], [-0.05, 0.27, -0.15], [0.75, -1.25, 0.07], [-0.94, 0.37, -1.38], [1.02, 0.98, 0.38], [-0.57, 0.92, 1.16], [-1.09, -1.10, -0.51], [1.37, -0.42, 0.53], [-0.05, 0.77, 1.21], [-3.25, -2.10, -2.20], [4.90, 3.33, 6.60], [-0.59, 0.16, -0.58], [-0.23, 0.30, 0.05], [-0.13, -0.13, -0.11], [-0.80, -0.95, -0.41], [0.46, 0.16, -0.06], [0.12, 0.13, 0.20], [-0.59, -0.59, -3.38], [0.12, -0.52, 0.66], [0.32, 0.33, -0.15], [0.04, 0.01, -0.02], [0.14, -0.12, 0.04], [-0.04, 0.10, 0.01], [0.07, -0.03, -0.02], [0.05, 0.06, -0.05], [-0.01, 0.19, 0.04], [-0.18, 0.05, 0.08], [-0.07, -0.18, -0.19], [-0.06, 0.01, 0.02], [0.01, -0.08, -0.05], [0.09, 0.17, -0.06], [-0.08, 0.07, -0.38], [-0.10, -0.05, -0.04], [-0.13, -0.17, -0.08], [-0.01, -0.10, 0.03], [3.19, -2.87, 1.29], [-4.62, 7.54, -0.90], [0.34, -0.73, 0.24], [-0.17, -0.10, 0.42], [0.15, -0.11, 0.02], [1.08, -0.55, 0.11], [-0.29, 0.06, -0.34], [-0.22, 0.23, 0.02], [0.35, -3.46, -0.53], [0.46, 0.73, -0.21], [-0.46, -0.10, -0.14], [-0.05, 0.01, -0.02], [0.05, 0.07, -0.19], [-0.06, -0.01, 0.09], [-0.01, -0.01, -0.09], [-0.07, -0.03, -0.03], [-0.12, 0.03, 0.12], [0.04, 0.04, 0.18], [0.16, -0.18, -0.09], [0.00, 0.02, 0.05], [0.07, -0.05, -0.07], [-0.20, -0.05, -0.01], [-0.05, -0.40, 0.01], [0.09, -0.06, 0.04], [0.20, -0.11, 0.01], [0.10, 0.03, -0.03], [-1.44, 2.91, -3.13], [2.64, -7.84, 3.73], [-0.30, 0.80, -0.36], [-0.52, -0.09, 0.07], [-0.01, 0.13, -0.13], [-0.11, 0.81, -0.94], [0.24, -0.06, 0.49], [0.03, -0.22, 0.12], [-0.87, 3.49, 0.26], [0.62, -0.53, -0.45], [-0.04, 0.05, 0.49], [0.00, -0.04, 0.09], [0.22, 0.04, 0.02], [-0.09, -0.04, 0.01], [0.08, 0.03, 0.05], [-0.01, 0.03, 0.07], [-0.12, -0.10, 0.10], [-0.15, -0.08, -0.12], [0.04, 0.24, -0.11], [-0.04, -0.02, -0.04], [0.05, 0.09, -0.04], [-0.07, 0.00, 0.19], [-0.19, 0.35, 0.09], [-0.04, 0.06, -0.09], [0.00, 0.15, -0.18], [0.07, 0.00, -0.09]], "lowdin_charge": [0.006, -0.405, 0.036, -0.092, -0.195, -0.180, -0.304, -0.333, 0.390, -0.273, -0.504, -0.077, -0.120, 0.101, 0.050, 0.092, 0.130, 0.121, 0.115, 0.099, 0.101, 0.059, 0.028, 0.004, -0.142, -0.123, 0.016, 0.035, 0.091, 0.070, 0.081, 0.058, 0.069, -0.214, 0.765, -0.255, -0.295, -0.085, -0.268, -0.291, -0.076, -0.264, -0.288, -0.083, 0.110, 0.116, 0.073, 0.077, 0.071, 0.109, 0.114, 0.071, 0.077, 0.072, 0.110, 0.117, 0.068, 0.078, 0.071, -0.213, 0.756, -0.246, -0.288, -0.080, -0.265, -0.292, -0.078, -0.263, -0.288, -0.082, 0.113, 0.118, 0.072, 0.074, 0.072, 0.105, 0.114, 0.071, 0.076, 0.074, 0.109, 0.117, 0.068, 0.078, 0.072, -0.209, 0.754, -0.241, -0.281, -0.084, -0.266, -0.293, -0.073, -0.264, -0.287, -0.081, 0.111, 0.122, 0.069, 0.079, 0.071, 0.105, 0.114, 0.077, 0.078, 0.073, 0.110, 0.118, 0.069, 0.079, 0.073]}